1.
C5H7N | wB97M-V/def2-TZVPD

Properties
Largest force on an atom   5.41 eV Å⁻¹
HOMO-LUMO gap   0.3106 Eh
E_LUMO   0.727 eV
E_HOMO   -7.72 eV
Energy   -249.246644 hartree
Energy above the lowest of the compared OMol25 structures with the same formula, charge and spin   142.2 kcal/mol

The geometry in ORCA input format:
```
! RIJCOSX wB97M-V def2-TZVPD def2/J DEFGRID3
* xyz 0 1
C -0.6334 -0.6461 0.5541
C -1.6360 -0.4045 -1.2059
C -0.1701 -0.2361 -0.7987
C 0.2396 0.4871 0.7204
C 1.6873 0.3656 0.9317
N -1.8340 -0.9588 0.4027
H -2.3225 0.3633 -1.2512
H -1.7287 -1.1736 -1.9056
H 0.6750 -0.4186 -1.2911
H -0.2398 1.5141 0.8074
H 1.9487 -0.6714 0.4904
H 1.7685 0.4931 2.0888
H 2.2453 1.2858 0.4569
*
```

---

2.
C4H10S2 | wB97M-V/def2-TZVPD

Properties
Largest force on an atom   3.12 eV Å⁻¹
SMILES   SCCCCS
HOMO-LUMO gap   0.3601 Eh
E_LUMO   0.840 eV
E_HOMO   -8.96 eV
Energy   -954.727976 hartree
Energy above the lowest of the compared OMol25 structures with the same formula, charge and spin   34.9 kcal/mol

The geometry in ORCA input format:
```
! RIJCOSX wB97M-V def2-TZVPD def2/J DEFGRID3
* xyz 0 1
S 1.5802 1.9902 -0.0223
C 1.9815 0.2165 -0.4369
C 0.5666 -0.6679 -0.5581
C -0.4031 -0.3940 0.5677
C -1.9515 -0.4809 0.1068
S -3.2344 0.3500 1.0755
H 2.4658 2.4670 -0.9031
H 2.4953 0.0107 -1.3763
H 2.5816 -0.2746 0.3549
H 0.8854 -1.8187 -0.4833
H 0.0006 -0.4884 -1.4974
H -0.2229 -0.9932 1.4265
H -0.2422 0.6594 0.7351
H -2.1028 -1.5551 -0.1870
H -1.9948 0.1033 -0.8137
H -2.4056 0.8758 2.0115
*
```

---

3.
C35H52OsP3SbSe | wB97M-V/def2-TZVPD

Properties
Largest force on an atom   4.40 eV Å⁻¹
HOMO-LUMO gap (alpha / beta)   0.2546 / 0.1436 Eh
E_LUMO (alpha / beta)   -11.583 / -14.596 eV
E_HOMO (alpha / beta)   -18.51 / -18.50 eV
Energy   -5119.642336 hartree
Energy above the lowest of the compared OMol25 structures with the same formula, charge and spin   0.0 kcal/mol

The geometry in ORCA input format:
```
! RIJCOSX wB97M-V def2-TZVPD def2/J DEFGRID3
* xyz 4 5
Os 0.3117 -1.1117 -0.4638
P -0.9677 -2.9229 -0.1594
P 1.9902 -1.5272 1.2331
P 1.6368 -1.9953 -2.1145
H -2.9918 1.8625 -5.4847
C -3.0646 0.7744 -5.7776
C -2.9615 -0.2888 -4.9783
H -2.7375 -0.2132 -3.9106
C -2.4337 -2.6789 0.8327
C -0.2226 -4.3910 0.6225
C -1.6032 -3.5041 -1.7513
C 3.3282 -0.2797 1.4889
C 1.3398 -1.6387 2.9618
C 3.0073 -3.0616 1.1874
C 0.9662 -1.8098 -3.8093
C 2.0373 -3.7895 -2.0739
C 3.3280 -1.3037 -2.3030
H -3.3627 0.6436 -6.8337
H -3.2050 -1.2597 -5.4032
H -3.1030 -1.9648 0.3492
H -2.1906 -2.2902 1.8246
H -2.9256 -3.6498 0.9247
H 0.1733 -4.1639 1.6210
H 0.5784 -4.8251 0.0111
H -1.0371 -5.1187 0.7249
H -2.0216 -2.6658 -2.3197
H -2.3963 -4.2227 -1.5148
H -0.8302 -3.9900 -2.3532
H 4.1642 -0.7491 2.0250
H 2.9726 0.5739 2.0831
H 3.7060 0.1009 0.5325
H 2.0760 -2.1571 3.5944
H 0.3948 -2.1977 2.9924
H 1.1765 -0.6309 3.3742
H 3.5254 -3.1533 2.1512
H 3.7624 -3.0233 0.3940
H 2.3818 -3.9489 1.0542
H 1.6181 -2.3297 -4.5276
H 0.9126 -0.7487 -4.0802
H -0.0427 -2.2379 -3.8684
H 2.6409 -4.0353 -2.9590
H 1.1339 -4.4051 -2.0942
H 2.6217 -4.0395 -1.1829
H 3.8435 -1.8216 -3.1252
H 3.9141 -1.4290 -1.3856
H 3.2863 -0.2326 -2.5444
C 1.3432 1.9111 -2.7128
C 0.0186 2.0449 -3.1605
C -0.2232 1.8864 -4.5200
C 0.8455 1.7507 -5.4116
C 2.1663 1.9144 -4.9672
C 2.4232 2.0666 -3.6046
Se 1.6346 1.2544 -0.9525
H 0.2436 -0.0520 -1.7500
H -0.7835 2.1411 -2.4215
H -1.2539 1.8167 -4.8524
H 0.6408 1.5265 -6.4633
H 3.0029 1.9020 -5.6652
H 3.4368 2.2248 -3.2129
C -1.8863 5.5957 1.2667
C -1.2288 5.0246 0.1689
C -1.0124 3.6375 0.1144
C -1.4295 2.8267 1.1636
C -2.1437 3.3680 2.2330
C -2.3582 4.7604 2.2888
Sb -0.5130 0.7842 1.3774
C 0.8692 1.9043 2.8153
C 1.7768 2.8451 2.3165
C 2.6453 3.5439 3.1780
C 2.5612 3.3434 4.5591
C 1.5910 2.4758 5.0683
C 0.7402 1.7660 4.1992
C -2.2175 0.1356 2.6595
C -2.0791 -0.5805 3.8500
C -3.2235 -1.0604 4.5086
C -4.4967 -0.8239 3.9836
C -4.6270 -0.0910 2.7991
C -3.4891 0.4014 2.1443
H -2.0315 6.6726 1.3265
H -0.8614 5.6648 -0.6266
H -0.4923 3.2164 -0.7425
H -2.5282 2.7539 3.0440
H -2.8613 5.1880 3.1508
H 1.8217 3.0393 1.2383
H 3.3865 4.2432 2.7825
H 3.2333 3.8795 5.2349
H 1.4941 2.3463 6.1492
H -0.0266 1.1149 4.6339
H -1.0918 -0.7688 4.2846
H -3.1244 -1.6262 5.4403
H -5.3874 -1.2040 4.4937
H -5.6189 0.0982 2.3921
H -3.6162 0.9888 1.2344
*
```

---

4.
C10H15NO | wB97M-V/def2-TZVPD

Properties
Largest force on an atom   4.42 eV Å⁻¹
SMILES   CC(C)C(=O)/C=C\CC=C=CN
HOMO-LUMO gap   0.3160 Eh
E_LUMO   0.524 eV
E_HOMO   -8.07 eV
Energy   -519.887925 hartree
Energy above the lowest of the compared OMol25 structures with the same formula, charge and spin   108.6 kcal/mol

The geometry in ORCA input format:
```
! RIJCOSX wB97M-V def2-TZVPD def2/J DEFGRID3
* xyz 0 1
C -1.0294 -0.7567 3.0326
C -1.0989 -1.1078 1.5944
C -2.3495 -0.4076 0.8730
C 0.1474 -0.7093 0.7644
O 0.8316 0.2367 1.1045
C 0.3742 -1.6441 -0.3618
C 1.2981 -1.4199 -1.2880
C 2.4134 -0.4772 -1.0843
C 2.3773 0.9022 -1.7293
C 1.2211 1.4553 -1.9183
C 0.0124 1.8764 -2.0413
N -0.5563 2.7853 -1.1441
H -1.9703 -1.0086 3.4262
H -0.7999 0.2568 3.0259
H -0.1559 -1.1544 3.4563
H -1.2016 -2.1093 1.5046
H -3.1260 -0.0722 1.5179
H -2.8167 -0.9619 0.0965
H -2.1568 0.5118 0.3589
H -0.3319 -2.4553 -0.5599
H 1.2637 -2.0361 -2.0621
H 2.6010 -0.2732 0.0058
H 3.4773 -0.9294 -1.2796
H 3.4245 1.2176 -1.9851
H -0.6829 1.5716 -2.9672
H -1.3181 3.2765 -1.5403
H 0.1521 3.4326 -0.7997
*
```

---

5.
C26H25Cl4GeMoN5S3 | wB97M-V/def2-TZVPD

Properties
Largest force on an atom   2.56 eV Å⁻¹
HOMO-LUMO gap (alpha / beta)   0.1701 / 0.1703 Eh
E_LUMO (alpha / beta)   -4.638 / -4.638 eV
E_HOMO (alpha / beta)   -9.27 / -9.27 eV
Energy   -6460.002550 hartree
Energy above the lowest of the compared OMol25 structures with the same formula, charge and spin   29.5 kcal/mol

The geometry in ORCA input format:
```
! RIJCOSX wB97M-V def2-TZVPD def2/J DEFGRID3
* xyz 1 2
Mo 0.2921 0.3693 -0.0917
C 1.4437 2.5116 1.9193
N 1.8904 1.8560 0.6584
C 3.1184 1.0502 0.9223
C 2.7369 -0.2156 1.6461
N 1.7536 -0.9742 0.8103
C 0.6072 -1.4796 1.5698
C 2.4003 -1.9813 -0.0200
C 2.8957 -3.1662 0.4982
C 3.5111 -4.0602 -0.3653
C 3.6280 -3.7490 -1.7183
C 3.1208 -2.5603 -2.2209
C 2.4864 -1.6612 -1.3624
S 1.7502 -0.1428 -1.9057
C 2.2106 2.9355 -0.2946
C 3.2768 3.7910 -0.0388
C 3.5504 4.8366 -0.9024
C 2.7501 5.0288 -2.0242
C 1.6832 4.1861 -2.2684
C 1.3946 3.1319 -1.3973
S -0.0201 2.1291 -1.6864
H 2.2890 3.0052 2.4046
H 1.0026 1.7913 2.6036
H 0.7055 3.2661 1.6607
H 3.8342 1.6210 1.5184
H 3.5754 0.8163 -0.0378
H 2.2635 0.0015 2.6038
H 3.6172 -0.8333 1.8256
H 0.7851 -1.5890 2.6390
H 0.2062 -2.3941 1.1447
H -0.2098 -0.7046 1.5475
H 2.8001 -3.3946 1.5537
H 3.8984 -4.9955 0.0145
H 4.1126 -4.4471 -2.3880
H 3.1982 -2.3280 -3.2753
H 3.8964 3.6588 0.8391
H 4.3793 5.5001 -0.6971
H 2.9556 5.8454 -2.7035
H 1.0534 4.3316 -3.1363
N -3.8273 1.2792 -0.5031
C -3.7265 2.2743 0.4582
C -4.6475 3.2320 0.8629
C -4.2499 4.0700 1.8830
C -2.9852 3.9337 2.4786
C -2.0792 2.9823 2.0589
C -2.4518 2.1446 1.0088
N -1.7948 1.0808 0.3604
C -2.6684 0.6062 -0.5127
C -2.3531 -0.5731 -1.3075
C -3.1325 -1.3659 -2.0847
S -2.2344 -2.7250 -2.5805
C -0.8765 -2.1623 -1.7287
N -1.0639 -1.0245 -1.1174
H -4.6218 1.0958 -1.0923
H -5.6241 3.3125 0.4054
H -4.9282 4.8316 2.2422
H -2.7227 4.5772 3.3073
H -1.1454 2.8550 2.5804
H -4.1674 -1.2430 -2.3575
H 0.0622 -2.6972 -1.7195
Cl -2.7399 -2.0689 5.0774
Ge -2.8834 -0.6406 3.5283
Cl -4.1334 0.9303 4.1902
Cl -0.8996 0.3598 3.7076
Cl -2.5780 -1.8953 1.5977
*
```

---

6.
C4H12NO2 | wB97M-V/def2-TZVPD

Properties
Largest force on an atom   2.03 eV Å⁻¹
HOMO-LUMO gap   0.3694 Eh
E_LUMO   -3.465 eV
E_HOMO   -13.52 eV
Energy   -364.573624 hartree
Energy above the lowest of the compared OMol25 structures with the same formula, charge and spin   38.7 kcal/mol

The geometry in ORCA input format:
```
! RIJCOSX wB97M-V def2-TZVPD def2/J DEFGRID3
* xyz 1 1
C -0.0789 1.9716 -0.8978
C -0.2102 0.8159 0.1729
C -0.6911 -0.4676 -0.5196
C -2.2045 -0.2844 -0.6821
O -3.0268 -1.0484 -0.2690
N 1.1186 0.5070 0.9227
H 0.4405 2.8448 -0.5176
H 0.3676 1.5639 -1.8017
H -1.0871 2.1072 -1.2821
H -0.8376 1.1397 0.9955
H -0.2298 -0.5748 -1.5046
H -0.5039 -1.3325 0.1404
H -2.6568 0.6212 -1.1916
H 1.3279 1.1952 1.6554
H 1.1551 -0.4714 1.3067
H 1.8175 0.5939 0.1884
H 2.1714 -3.2691 0.4207
H 1.3711 -3.2155 1.7886
O 1.7570 -2.6966 1.0746
*
```

---

7.
C6H6O | wB97M-V/def2-TZVPD

Properties
Largest force on an atom   1.46 eV Å⁻¹
HOMO-LUMO gap (alpha / beta)   0.2046 / 0.2710 Eh
E_LUMO (alpha / beta)   -1.071 / -0.492 eV
E_HOMO (alpha / beta)   -6.64 / -7.87 eV
Energy   -307.271793 hartree
Energy above the lowest of the compared OMol25 structures with the same formula, charge and spin   120.3 kcal/mol

The geometry in ORCA input format:
```
! RIJCOSX wB97M-V def2-TZVPD def2/J DEFGRID3
* xyz 0 1
C -2.4982 -0.1888 0.1552
C -1.5510 -1.0988 -0.1094
C -0.2440 -0.5618 0.0072
C 0.8983 -0.7835 0.7636
C 1.8437 0.3410 0.5776
O 1.2159 1.1699 -0.4423
C 0.0977 0.5993 -0.7386
H -3.5703 -0.3480 0.0650
H 1.0661 -1.5874 1.4688
H 1.9586 0.9852 1.4598
H 2.8356 0.1007 0.1818
H -0.4940 1.0525 -1.5297
H -2.2339 0.8204 0.4986
*
```

---

8.
C46H112CrF2N8O10 | wB97M-V/def2-TZVPD

Properties
Largest force on an atom   4.12 eV Å⁻¹
HOMO-LUMO gap (alpha / beta)   0.2685 / 0.2916 Eh
E_LUMO (alpha / beta)   -2.477 / -1.848 eV
E_HOMO (alpha / beta)   -9.78 / -9.78 eV
Energy   -4254.101981 hartree

The geometry in ORCA input format:
```
! RIJCOSX wB97M-V def2-TZVPD def2/J DEFGRID3
* xyz 1 4
Cr 7.6037 -6.3356 16.1023
F 8.1334 -7.8181 17.3437
F 7.8101 -4.8508 14.7118
C 7.1534 -7.6172 25.4610
C 6.4530 -7.7445 24.0379
C 6.5701 -6.5299 23.0572
C 7.9614 -6.3556 22.5112
C 8.3894 -7.5889 21.8132
C 8.2669 -8.9705 22.6202
N 6.9007 -8.9382 23.2651
O 6.6020 -10.0930 23.9004
C 8.2505 -10.1245 21.5366
C 9.4818 -9.1660 23.5479
C 4.9030 -7.9380 24.3084
H 7.0370 -8.5976 25.9229
H 6.7476 -6.9045 26.1790
H 8.2325 -7.4933 25.3698
H 5.8626 -6.4422 22.2326
H 6.3691 -5.6447 23.6606
H 8.7632 -6.0412 23.1792
H 7.9225 -5.5764 21.7500
H 9.3766 -7.4316 21.3786
H 7.7930 -7.6987 20.9075
H 7.2696 -10.0407 21.0687
H 9.0574 -10.0526 20.8074
H 8.3557 -11.1465 21.9008
H 10.3129 -9.4429 22.8992
H 9.8178 -8.2338 24.0019
H 9.3174 -9.9725 24.2625
H 4.4267 -7.0390 24.6993
H 4.7176 -8.7645 24.9944
H 4.3041 -7.9958 23.3995
H 5.7916 -10.3924 23.4818
C 10.5679 -2.1647 15.8294
C 10.0716 -0.9846 15.0005
C 11.3425 -0.2574 14.5478
C 12.1203 -0.8272 13.3924
C 11.1624 -1.0322 12.2159
C 9.8244 -1.8540 12.5593
N 9.2714 -1.4019 13.8453
O 8.0388 -2.0299 14.1597
C 8.8612 -1.6394 11.3888
C 10.2553 -3.3337 12.5957
C 9.3290 0.0425 15.8409
H 11.0737 -2.8445 15.1437
H 9.8749 -2.7684 16.4153
H 11.3504 -1.8740 16.5303
H 11.0107 0.7169 14.1889
H 12.0094 -0.0382 15.3817
H 12.5331 -1.7970 13.6704
H 12.9387 -0.1546 13.1358
H 11.7728 -1.6586 11.5655
H 10.9867 -0.1168 11.6508
H 8.2030 -0.7968 11.6009
H 9.3681 -1.4785 10.4373
H 8.1941 -2.4962 11.2950
H 11.2180 -3.5845 13.0411
H 9.5685 -3.9780 13.1446
H 10.2231 -3.7289 11.5804
H 8.8449 0.8348 15.2699
H 9.9767 0.5566 16.5510
H 8.5611 -0.3899 16.4823
H 8.2691 -2.9409 14.3559
C 4.9967 -2.4020 14.8956
O 4.8923 -3.8277 15.0270
C 3.9589 -4.5268 14.1737
C 4.5466 -4.6045 12.7739
N 5.7097 -5.4439 12.7759
C 6.2796 -5.7017 11.4348
C 5.6778 -6.9785 10.8096
O 6.2200 -8.1131 11.4463
C 5.9812 -9.4104 10.9556
H 4.0371 -1.9291 15.1043
H 5.4108 -2.1820 13.9116
H 5.7052 -2.0617 15.6508
H 3.0897 -3.8695 14.1508
H 3.6190 -5.5005 14.5265
H 4.7038 -3.5978 12.3866
H 3.9094 -5.1722 12.0957
H 6.3672 -4.9727 13.3807
H 7.3394 -5.9132 11.5766
H 6.1422 -4.8585 10.7578
H 5.9230 -6.9817 9.7476
H 4.5897 -7.0398 10.7870
H 6.6476 -9.5983 10.1138
H 4.9821 -9.6088 10.5676
H 6.2432 -10.1715 11.6906
C 4.7653 -9.0075 18.1240
O 5.0544 -8.2421 16.9530
C 5.2033 -9.0805 15.8165
C 5.4250 -8.1590 14.6250
N 6.8220 -7.5555 14.5623
C 7.8917 -8.5224 14.3694
C 9.3004 -7.8114 14.1579
O 9.5481 -6.7754 15.2444
C 10.7605 -6.1014 15.0830
H 4.5963 -8.4181 19.0252
H 5.5950 -9.6685 18.3743
H 3.9946 -9.7781 18.1057
H 4.2205 -9.5355 15.6927
H 5.9331 -9.8900 15.8076
H 4.6791 -7.3670 14.5589
H 5.2266 -8.7535 13.7332
H 6.6642 -7.2131 13.6253
H 7.6606 -9.1369 13.4992
H 7.9936 -9.2655 15.1603
H 9.1965 -7.3156 13.1928
H 10.1351 -8.4706 13.9195
H 11.5604 -6.8388 15.0153
H 10.8653 -5.4028 15.9132
H 10.7954 -5.5097 14.1683
C 11.2022 -8.6662 19.0792
C 11.3588 -8.8308 17.5215
C 12.7781 -9.2768 17.0978
O 13.8224 -8.4654 17.5878
C 15.0634 -8.5113 16.8911
N 10.3775 -9.7915 17.0722
H 11.1304 -9.6636 19.5130
H 10.2498 -8.1970 19.3255
H 11.9377 -8.0503 19.5967
H 11.0279 -7.9091 17.0428
H 12.8608 -9.2017 16.0135
H 12.8928 -10.3243 17.3764
H 15.3810 -9.5513 16.8167
H 15.8550 -7.8404 17.2248
H 14.9248 -8.1564 15.8699
H 9.5130 -9.3213 17.2994
H 10.3815 -10.6406 17.6192
C 1.5125 -4.2881 17.2561
C 2.1629 -5.2939 18.1717
C 1.3043 -6.0954 19.1978
O 2.1181 -6.7505 20.1994
C 1.3775 -7.6947 20.9752
N 2.8920 -6.2133 17.2920
H 0.8266 -4.8350 16.6091
H 2.2336 -3.7059 16.6823
H 0.8659 -3.5812 17.7759
H 2.9493 -4.7555 18.7006
H 0.6797 -6.8016 18.6509
H 0.5202 -5.5473 19.7203
H 0.4689 -7.2707 21.4028
H 1.8861 -8.1013 21.8493
H 1.1660 -8.5945 20.3976
H 3.0385 -6.9809 17.9319
H 2.3282 -6.6063 16.5519
C 7.4961 -11.9273 16.6338
C 7.9041 -13.3444 17.0254
C 8.6973 -13.3533 18.3686
O 9.8544 -12.5909 18.2978
C 10.7203 -12.8556 19.3699
N 6.6807 -14.0704 17.1114
H 6.8961 -11.4813 17.4270
H 6.8485 -11.8476 15.7607
H 8.3119 -11.2225 16.4724
H 8.5811 -13.8252 16.3192
H 9.0008 -14.3816 18.5647
H 7.9662 -13.0068 19.0989
H 11.5230 -12.1315 19.2301
H 11.2127 -13.8273 19.3322
H 10.2264 -12.6996 20.3290
H 6.1081 -13.8159 17.9035
H 6.9459 -15.0448 17.1238
C 6.0273 -5.6395 19.1633
C 6.1510 -4.7341 17.9233
C 7.5042 -3.9976 17.8794
O 8.3956 -5.0006 17.4759
C 9.5036 -5.1769 18.3519
N 5.8298 -5.4783 16.7852
H 5.0507 -6.1223 19.1964
H 6.0603 -5.0093 20.0520
H 6.7838 -6.3919 19.3863
H 5.2820 -4.0806 17.9999
H 7.7707 -3.6532 18.8786
H 7.4061 -3.2184 17.1235
H 9.9785 -6.0822 17.9736
H 9.1155 -5.4319 19.3380
H 10.2557 -4.3901 18.4096
H 5.4788 -4.7286 16.2065
H 4.9945 -6.0009 17.0069
*
```

---

Question: Look up the largest force on an atom of the fourth one.
Answer: 4.42 eV Å⁻¹

---

Question: Among the records above, which one has the highest largest force on an atom?
Answer: C5H7N